# 1
Here is a 6-piece molecular cluster, C18H45O15P3 overall in a non-equilibrium geometry from the OMol25 dataset. Energies are from ωB97M-V/def2-TZVPD.

**E_HOMO**: -0.3258 hartree
**LUMO**: 0.443 eV
**Energy above the lowest of the compared OMol25 structures with the same formula, charge and spin**: 12.5 kcal/mol
**HOMO-LUMO gap**: 9.3 eV

Atoms and positions in Å:
C 5.436 -4.134 -2.902
C 4.099 -3.479 -2.525
O 3.700 -2.444 -2.848
C 3.205 -4.487 -1.639
H 5.368 -5.238 -3.252
H 6.314 -4.384 -2.155
H 5.909 -3.766 -3.714
H 2.327 -4.021 -1.274
H 3.886 -4.852 -0.793
H 2.846 -5.117 -2.169
C 2.926 1.300 -1.732
C 3.940 0.946 -0.556
O 5.046 1.342 -0.417
C 3.391 -0.270 0.264
H 1.854 1.464 -1.471
H 2.810 0.414 -2.314
H 3.366 1.995 -2.357
H 2.423 -0.128 0.715
H 3.891 -0.666 1.078
H 3.223 -1.204 -0.552
C -4.588 -0.856 3.524
C -5.881 -1.042 2.680
O -6.784 -0.350 3.046
C -5.867 -1.978 1.507
H -4.823 -0.212 4.315
H -3.913 -0.367 2.953
H -4.248 -1.696 3.926
H -5.827 -3.026 1.586
H -5.049 -1.879 0.952
H -6.763 -1.813 0.749
C -3.255 -0.092 -1.673
O -2.523 -1.202 -2.026
P -0.922 -1.171 -2.160
O -0.425 0.145 -2.408
O -0.345 -1.836 -0.756
C -0.487 -1.271 0.459
O -0.604 -2.263 -3.415
C 0.515 -2.165 -4.199
H -4.266 -0.164 -1.347
H -3.284 0.404 -2.486
H -2.845 0.412 -0.763
H -1.306 -1.886 0.941
H -0.847 -0.152 0.473
H 0.339 -1.274 1.051
H 0.366 -2.347 -5.252
H 1.233 -2.816 -4.013
H 1.045 -1.294 -4.264
C -0.745 -1.638 4.913
O 0.144 -1.143 3.911
P 0.952 0.290 4.062
O 2.217 0.364 3.338
O -0.145 1.317 3.601
C -0.122 2.701 4.023
O 1.181 0.567 5.715
C 2.394 1.295 6.208
H -0.551 -1.568 5.955
H -0.866 -2.646 4.592
H -1.853 -1.440 4.647
H 0.819 3.104 3.682
H -0.187 3.059 5.021
H -0.824 3.523 3.630
H 3.447 0.803 5.710
H 2.676 1.324 7.304
H 2.338 2.331 5.850
C -3.054 3.634 -3.918
O -2.311 2.648 -3.123
P -0.995 3.117 -2.263
O -1.021 4.530 -1.925
O -0.852 2.389 -0.852
C 0.014 3.072 0.091
O 0.383 2.925 -3.062
C 0.347 3.170 -4.426
H -2.635 4.460 -4.319
H -3.806 3.926 -3.172
H -3.507 3.178 -4.899
H 0.289 2.706 1.211
H -0.391 4.043 0.268
H 0.962 3.114 -0.365
H 0.263 4.234 -4.494
H -0.492 2.674 -4.861
H 1.322 2.860 -4.842

# 2
Here is C14H50B2In2O14 as an isolated structure in a non-equilibrium geometry from the OMol25 dataset. Energies are from ωB97M-V/def2-TZVPD.

**E_HOMO**: -0.6152 hartree
**Total charge**: +4
**LUMO**: -15.321 eV
**Energy above the lowest of the compared OMol25 structures with the same formula, charge and spin**: 328.8 kcal/mol
**HOMO-LUMO gap**: 1.4 eV

Atoms and positions in Å:
In -0.358 -0.214 -4.789
In -1.933 -1.886 5.352
B -5.146 1.724 2.801
H -5.094 1.350 1.790
H -5.444 0.940 3.479
H -4.165 2.022 3.137
H -5.795 2.571 2.958
B 0.273 -1.625 0.623
H 0.451 -2.620 1.002
H -0.734 -1.491 0.262
H 0.478 -0.871 1.367
H 0.936 -1.423 -0.204
C -3.260 -7.372 2.014
C -1.733 -7.692 2.144
O -1.222 -6.890 3.243
O -3.489 -5.971 1.807
H -3.748 -7.645 2.950
H -3.668 -7.822 1.109
H -1.364 -7.486 1.140
H -1.625 -8.759 2.341
H -0.299 -7.095 3.410
H -4.301 -5.925 1.297
C 4.613 -3.643 -7.299
C 5.203 -3.365 -5.905
O 4.162 -3.024 -4.975
O 3.677 -2.734 -7.691
H 4.026 -4.561 -7.317
H 5.356 -3.755 -8.089
H 5.731 -2.415 -5.980
H 5.815 -4.209 -5.585
H 4.581 -3.164 -4.123
H 3.754 -2.711 -8.648
C -1.983 5.836 -3.229
C -2.203 5.150 -1.828
O -2.267 3.776 -1.848
O -1.164 5.081 -4.128
H -1.272 6.655 -3.117
H -2.922 6.152 -3.684
H -3.080 5.393 -1.227
H -1.341 5.533 -1.282
H -2.799 3.600 -1.069
H -0.664 5.649 -4.720
C 0.989 4.502 5.717
C -0.265 5.258 5.327
O -1.333 4.640 6.018
O 0.917 3.082 5.453
H 1.003 4.487 6.806
H 1.862 5.078 5.409
H -0.566 5.334 4.282
H -0.075 6.273 5.677
H -2.050 4.288 5.486
H 1.774 2.940 5.044
C 4.243 4.149 -3.000
C 4.849 3.402 -4.224
O 3.912 2.854 -5.285
O 3.548 3.141 -2.303
H 3.631 4.969 -3.376
H 4.891 4.475 -2.187
H 5.544 2.647 -3.856
H 5.557 4.108 -4.657
H 4.401 2.699 -6.097
H 4.024 2.979 -1.485
C -6.629 -0.695 -3.437
C -6.761 0.822 -3.676
O -5.742 1.144 -4.717
O -5.519 -0.907 -2.656
H -6.701 -1.210 -4.395
H -7.595 -0.979 -3.021
H -6.493 1.332 -2.750
H -7.790 0.939 -4.017
H -5.861 2.086 -4.855
H -5.818 -1.005 -1.750
C 4.205 -3.213 7.583
C 4.694 -2.249 6.503
O 4.040 -2.327 5.228
O 2.810 -3.511 7.533
H 4.297 -2.690 8.534
H 4.569 -4.241 7.586
H 5.783 -2.269 6.472
H 4.390 -1.268 6.868
H 4.608 -1.881 4.596
H 2.676 -4.248 8.134

# 3
Here is one molecule with the formula C5H7ClN2O in a non-equilibrium geometry from the OMol25 dataset. Energies are from ωB97M-V/def2-TZVPD.

**E_HOMO**: -0.3296 hartree
**LUMO**: 0.727 eV
**Energy above the lowest of the compared OMol25 structures with the same formula, charge and spin**: 20.4 kcal/mol
**HOMO-LUMO gap**: 9.7 eV

Atoms and positions in Å:
C 1.065 0.349 2.622
C -0.291 0.544 2.711
C 0.303 0.286 0.611
C -0.429 -1.229 -2.710
C 0.294 0.200 -0.870
N 1.416 0.175 1.302
N -0.805 0.466 1.387
O -0.392 -0.901 -1.295
Cl -0.319 1.824 -1.549
H 1.815 0.737 3.350
H -0.829 0.745 3.522
H -0.336 -2.360 -2.852
H 0.428 -0.867 -3.144
H -1.363 -0.801 -3.139
H 1.335 0.244 -1.168
H -1.892 0.588 1.223

- Among the records above, which one has the highest HOMO-LUMO gap?
  C5H7ClN2O

- Look up the HOMO-LUMO gap of the third one.
  9.7 eV

- Which of these has the highest energy above the lowest of the compared OMol25 structures with the same formula, charge and spin?
  C14H50B2In2O14

- Which formula does entry 1 have?
  C18H45O15P3